Below is a molecular structure, C26H23AsIrN4O7S2 at a distorted geometry, with properties calculated with ωB97M-V with the def2-TZVPD basis set.

The energy relative to the best compared isomer or geometry (same formula, charge and spin) comes out at 43.1 kJ/mol. The charge is -2. As for the spin multiplicity: 6.

Cartesian coordinates (Å):
Ir 0.20637 0.00981 0.42643
As 0.13595 2.68398 2.92500
S -1.10209 1.17120 -2.46499
S -1.43844 3.80973 -0.05061
O -1.30275 -0.18236 1.26234
O 0.09653 1.34678 4.14712
O -0.72144 4.99898 0.36247
O 1.08061 1.97220 1.75731
O -2.40565 4.05242 -1.11673
O -0.57214 2.64638 -0.27185
O 0.59280 4.03203 3.72217
N 1.29601 -0.58103 1.95106
N 0.40965 -2.38702 -0.20458
N -1.11589 -1.70661 -3.41460
N -0.53071 -0.22322 -1.62488
C -2.11675 1.46269 -4.95753
C -2.60993 2.35350 3.56745
C -0.59487 -1.45079 -2.14764
C -1.59587 -0.79619 -4.33992
C -3.99482 2.41313 3.47137
C -3.78879 3.32874 1.26788
C 2.63400 -1.52309 4.20901
C -2.40739 3.27922 1.36739
C -0.12627 -2.59553 -1.44699
C -0.17786 -3.93629 -1.94396
C 2.63526 -0.57971 1.86842
C 3.36711 -0.08636 0.73910
C -2.56827 1.03315 -6.20022
C 3.37592 -1.08776 2.98142
C -1.62657 0.55954 -4.02273
C 0.30698 -4.96038 -1.17816
C 4.74527 -0.14130 0.72493
C 0.87284 -3.38772 0.51867
C 2.58924 0.51687 -0.39256
C -4.58899 2.89908 2.31773
C -2.53115 -0.31779 -6.51428
C 5.44897 -0.66776 1.80569
C -2.04578 -1.22763 -5.58407
C 4.75616 -1.12877 2.92290
C 0.85495 -4.70803 0.09288
C -1.79379 2.78079 2.52346
H 0.30465 0.56673 3.60563
H -4.60462 2.06671 4.29884
H -1.12943 -2.66626 -3.69620
H 1.90604 -2.30318 3.97911
H -4.21296 3.69955 0.34410
H 2.06838 -0.68495 4.62114
H 1.24298 -5.49988 0.71722
H -2.14697 1.95626 4.46029
H 0.26267 -5.97406 -1.56124
H -2.94983 1.75353 -6.91270
H 5.28246 0.24640 -0.13433
H 5.30829 -1.51171 3.77534
H -5.66923 2.93691 2.22920
H 6.53186 -0.69879 1.78608
H 2.00879 -0.25917 -0.92627
H -2.88004 -0.66962 -7.47745
H 3.32657 -1.89259 4.96770
H -2.15113 2.51385 -4.69350
H 3.21254 0.95393 -1.17288
H -2.01528 -2.28740 -5.81837
H -0.59304 -4.18346 -2.91236
H 1.97766 1.36369 -0.02247
H 1.27125 -3.10139 1.48721

Atomic partial charges in e from the natural (NBO) method, atoms 1 to 2: 1.494, 2.460